The following is a quantum chemistry calculation of C4H11N2O3 as an isolated structure in a non-equilibrium geometry, from OMol25.

The geometry in XYZ format:
```
20
C4H11N2O3 ωB97M-V with the def2-TZVPD basis set
C 1.41776 -1.79483 -0.28726
C 1.38897 -0.25215 0.17094
C 0.22877 0.51571 -0.54395
C -1.30823 0.01392 0.56588
N -1.62344 -1.28996 0.23475
N 0.27956 2.02638 -0.54512
O -2.59764 -1.43599 -0.49362
O -0.87125 0.13047 1.79939
O -2.07150 1.09005 0.09241
H 1.24796 -2.36380 0.61890
H 0.53091 -1.79728 -0.85707
H 2.30759 -2.01417 -0.84711
H 2.36459 0.17221 -0.05818
H 1.23993 -0.26860 1.24004
H -0.04597 0.13804 -1.52052
H 1.18810 2.28936 -0.94302
H 0.38427 2.39420 0.37865
H -0.58110 2.37998 -0.99632
H -0.56015 -0.66868 2.22030
H -2.91915 0.73514 -0.22909
```

Properties
- Total charge: +1
- Energy relative to the best compared isomer or geometry (same formula, charge and spin): 119.3 kcal/mol
- Orbital gap: 0.3242 Eh


The following is a quantum chemistry calculation of an isolated ion of composition C4H11N2OS and charge +1, from OMol25.

The geometry in XYZ format:
```
19
C4H11N2OS ωB97M-V with the def2-TZVPD basis set
N -1.34223 -1.25607 0.97254
C -0.55506 -0.19616 0.25783
C -0.41170 -0.57776 -1.20082
S -2.05088 -0.56584 -1.96058
C 0.80176 -0.19219 0.98655
N 1.61316 0.84959 0.82288
C 1.38329 2.00202 -0.04347
O 1.05521 -1.17483 1.66935
H -2.23217 -1.43275 0.50052
H -1.42769 -1.01085 1.96008
H -0.77876 -2.11831 0.99812
H -1.08335 0.74260 0.42065
H 0.02707 -1.57796 -1.26651
H 0.28847 0.09826 -1.65910
H -1.74747 -1.34180 -3.00910
H 2.47192 0.84677 1.35118
H 0.32896 2.19031 -0.17220
H 1.81084 1.84200 -1.03295
H 1.84863 2.87295 0.40505
```

Properties
- Total charge: +1
- Energy relative to the best compared isomer or geometry (same formula, charge and spin): 8.4 kcal/mol
- Orbital gap: 0.3832 Eh
- SMILES string: CNC(=O)[C@H]([NH3+])CS


The following is a quantum chemistry calculation of an isolated ion of composition C4H11N2OS and charge +1 in a non-equilibrium geometry, from OMol25.

The geometry in XYZ format:
```
19
C4H11N2OS ωB97M-V with the def2-TZVPD basis set
N 1.99322 -0.68349 0.49743
C 0.46217 -0.59021 0.18351
C 0.39775 -0.07983 -1.30796
S 0.85134 -1.49809 -2.31063
C 0.07603 0.58383 1.05930
N -1.15818 1.08888 0.95738
C -2.38176 0.45845 0.46762
O 0.86373 1.10886 1.85695
H 2.58304 -1.10382 -0.26980
H 2.13135 -1.23702 1.28876
H 2.44846 0.24759 0.73186
H -0.01962 -1.50558 0.70059
H 0.83901 0.80684 -1.54932
H -0.65793 0.21917 -1.66915
H 1.36552 -0.77213 -3.30435
H -1.28859 1.85431 1.54545
H -2.47096 -0.39649 -0.10278
H -3.00615 1.18668 -0.06121
H -3.02843 0.31205 1.28635
```

Properties
- Total charge: +1
- Energy relative to the best compared isomer or geometry (same formula, charge and spin): 44.7 kcal/mol
- Orbital gap: 0.3738 Eh
- SMILES string: CNC(=O)[C@H]([NH3+])CS


The following is a quantum chemistry calculation of an isolated ion of composition C4H11N2S and charge -1 in a non-equilibrium geometry, from OMol25.

The geometry in XYZ format:
```
18
C4H11N2S ωB97M-V with the def2-TZVPD basis set
C -0.02903 1.18298 -0.46109
N -0.26384 1.27276 1.04436
C 0.41760 0.45867 2.01656
N 0.05240 -0.99444 1.95024
C -0.66936 -0.06859 -1.14930
C 0.47906 -0.82278 -2.00321
S -0.17377 -2.40024 -2.60011
H 1.18294 0.98267 -0.57074
H -0.19068 2.21817 -0.78536
H -1.25923 1.40572 1.20796
H 1.57452 0.34033 1.79034
H 0.01718 0.66923 3.06757
H -0.99844 -1.04351 1.85995
H 0.31259 -1.49048 1.11129
H -1.14400 -0.83619 -0.46670
H -1.51156 0.32817 -1.89188
H 1.37896 -1.11052 -1.36774
H 0.82467 -0.09194 -2.75214
```

Properties
- Total charge: -1
- Energy relative to the best compared isomer or geometry (same formula, charge and spin): 50.5 kcal/mol
- Orbital gap: 0.2255 Eh
- SMILES string: NCNCCC[S-]


The following is a quantum chemistry calculation of an isolated ion of composition C4H11N2S and charge -2 in a non-equilibrium geometry, from OMol25.

The geometry in XYZ format:
```
18
C4H11N2S ωB97M-V with the def2-TZVPD basis set
C -2.40505 -0.16161 0.26844
N -1.31008 0.38775 -0.59408
C 0.05748 -0.05832 -0.20578
C 0.40273 0.35636 1.25202
S 1.79858 -0.34571 2.15413
C 1.18916 0.17165 -1.21933
N 2.48917 -0.41096 -0.92827
H -3.28109 -0.16832 -0.42290
H -2.55872 0.37290 1.20911
H -2.21501 -1.18517 0.57025
H -1.34229 1.37094 -0.30349
H -0.07772 -1.17656 -0.23281
H 0.51781 1.43233 1.10818
H -0.39347 -0.01862 1.88689
H 0.78857 -0.18762 -2.19870
H 1.25655 1.28068 -1.31993
H 2.63901 -0.25210 0.06977
H 2.44436 -1.40761 -1.09350
```

Properties
- Total charge: -2
- Energy relative to the best compared isomer or geometry (same formula, charge and spin): 19.8 kcal/mol
- Orbital gap (spin up / spin down): 0.0707 / 0.2136 Eh
- Multiplicity: 2


The following is a quantum chemistry calculation of an isolated ion of composition C4H11N2S and charge -2 in a non-equilibrium geometry, from OMol25.

The geometry in XYZ format:
```
18
C4H11N2S ωB97M-V with the def2-TZVPD basis set
C -1.15585 -1.58289 -0.48163
C -0.11116 -0.46207 -0.20779
C -0.36983 0.34790 1.10709
S -0.80520 -0.67496 2.53256
N 0.02446 0.26676 -1.50696
C 0.85449 1.45914 -1.47385
N 2.15150 1.34802 -2.15145
H -0.87279 -2.00699 -1.44486
H -0.74043 -2.33115 0.19767
H -2.22891 -1.45755 -0.48497
H 0.83909 -1.00369 -0.14017
H -1.05202 1.12114 0.72920
H 0.59834 0.83295 1.25928
H -0.90282 0.45038 -1.88049
H 1.10491 1.69184 -0.44262
H 0.38093 2.35010 -1.89814
H 2.53241 0.41995 -2.02749
H 2.05279 1.59728 -3.13522
```

Properties
- Total charge: -2
- Energy relative to the best compared isomer or geometry (same formula, charge and spin): 20.7 kcal/mol
- Orbital gap (spin up / spin down): 0.0735 / 0.2138 Eh
- Multiplicity: 2


The following is a quantum chemistry calculation of a 2-piece molecular cluster, C4H11N2S overall in a non-equilibrium geometry, from OMol25.

The geometry in XYZ format:
```
18
C4H11N2S ωB97M-V with the def2-TZVPD basis set
C -1.15887 0.40503 0.11960
C 2.17450 0.57072 -0.94524
C 1.52788 -1.30248 0.65669
C 1.59481 0.10908 0.26251
N -2.08904 -0.28275 -0.50915
N -1.62861 1.29135 0.92788
S -3.88555 0.16261 -0.36240
H 1.93468 1.48579 -1.49115
H 3.20904 0.91215 -0.62573
H 2.33812 -0.23923 -1.70398
H 0.86010 -1.88688 -0.16479
H 1.10490 -1.50509 1.57626
H 2.53786 -1.65167 0.68335
H 1.28580 0.77353 1.05369
H -1.78295 -1.07699 -1.11187
H -0.98140 1.89507 1.43863
H -2.71859 1.43524 1.07264
H -4.32267 -1.09549 -0.87694
```

Properties
- Total charge: +1
- Energy relative to the best compared isomer or geometry (same formula, charge and spin): 98.4 kcal/mol
- Orbital gap: 0.2679 Eh